Record 1
Formula: C61H48ClNOP3SiSn
Source: OMol25
Level of theory: wB97M-V/def2-TZVPD

Last column: Löwdin charge in e.
Element x y z (Å)
1 Sn 0.153 -0.432 -0.562  1.004
2 Cl -1.601 1.040 -6.211  0.731
3 P 2.104 0.065 1.738  1.038
4 P -1.215 1.899 0.033  0.991
5 P -1.392 -2.517 0.036  0.989
6 Si -0.813 -0.224 2.643  0.799
7 O 0.334 -0.341 -3.648  -0.104
8 N -0.214 -0.779 -2.626  -0.158
9 C 1.813 -0.639 3.372  -0.388
10 C 3.458 -0.795 -0.507  -0.181
11 C 1.087 -5.079 1.964  -0.065
12 C -3.918 -3.503 -3.657  -0.031
13 C -0.046 3.107 -0.629  -0.378
14 C 0.665 -6.071 -0.188  -0.036
15 C -4.083 -2.238 3.757  -0.016
16 C 3.045 -1.154 0.788  -0.422
17 C -1.202 1.535 2.825  -0.304
18 C 4.305 -3.016 -0.858  -0.035
19 C 0.277 1.152 -3.810  -0.132
20 C -0.186 3.662 -1.904  -0.109
21 C 4.671 3.747 2.634  -0.043
22 C 5.184 2.770 1.792  -0.043
23 C -1.365 1.967 4.149  -0.074
24 C -2.780 2.106 -0.833  -0.361
25 C -2.416 -2.863 -1.405  -0.367
26 C -3.810 -2.802 -1.353  -0.093
27 C 0.845 1.535 -5.118  -0.245
28 C 4.429 1.643 1.481  -0.057
29 C -2.436 -2.364 1.508  -0.363
30 C -1.447 2.411 1.767  -0.347
31 C 0.308 -3.989 1.617  -0.101
32 C -2.531 -3.519 -3.727  -0.037
33 C -4.502 3.500 -1.786  -0.036
34 C 1.073 3.427 0.147  -0.088
35 C 0.064 1.544 -6.273  -0.584
36 C 2.643 2.484 2.882  -0.118
37 C -3.552 0.979 -1.112  -0.090
38 C 0.166 -1.542 4.894  -0.054
39 C 2.724 2.317 -6.419  -0.053
40 C 2.033 4.300 -0.340  -0.036
41 C -1.802 3.259 4.409  -0.024
42 C 3.882 -3.382 0.412  -0.044
43 C 0.592 1.933 -7.488  -0.076
44 C -3.262 3.373 -1.179  -0.088
45 C -2.047 4.130 3.353  -0.014
46 C -2.242 -1.353 2.453  -0.274
47 C 1.925 2.319 -7.557  -0.037
48 C 3.401 3.601 3.188  -0.048
49 C 3.155 1.497 2.030  -0.362
50 C 0.771 4.550 -2.382  -0.042
51 C -1.856 3.715 2.040  -0.041
52 C 1.182 -1.869 5.783  -0.020
53 C -3.410 -3.339 1.723  -0.061
54 C -4.795 1.111 -1.719  -0.048
55 C 2.508 -1.562 5.476  -0.012
56 C -5.268 2.371 -2.055  -0.034
57 C 1.268 -6.122 1.060  -0.042
58 C 2.179 1.927 -5.208  -0.030
59 C 4.098 -1.717 -1.318  -0.049
60 C 0.493 -0.898 3.692  -0.324
61 C -4.554 -3.131 -2.478  -0.045
62 C -3.088 -1.285 3.568  -0.073
63 C -0.127 -4.984 -0.541  -0.053
64 C 1.878 4.868 -1.602  -0.033
65 C -1.778 -3.193 -2.611  -0.138
66 C -0.313 -3.940 0.364  -0.336
67 C 3.252 -2.457 1.238  -0.076
68 C 2.829 -0.947 4.271  -0.042
69 C -4.227 -3.275 2.844  -0.012
70 H 1.541 -5.126 2.949  0.121
71 H -1.043 3.419 -2.521  0.103
72 H 2.898 4.544 0.268  0.110
73 H -0.698 -3.170 -2.687  0.091
74 H -5.636 -3.097 -2.432  0.122
75 H -3.184 -0.003 -0.861  0.065
76 H 6.181 2.876 1.380  0.123
77 H 2.942 -2.752 2.234  0.098
78 H -0.767 1.415 -3.707  0.092
79 H 3.864 -0.723 4.027  0.133
80 H -4.985 -4.035 3.000  0.131
81 H -0.621 -4.986 -1.503  0.096
82 H 0.794 -6.887 -0.889  0.124
83 H 3.295 -1.814 6.177  0.128
84 H -1.934 3.589 5.434  0.129
85 H -2.979 -0.485 4.305  0.115
86 H 4.852 0.877 0.844  0.103
87 H 4.441 -1.426 -2.305  0.121
88 H -4.872 4.485 -2.051  0.125
89 H 4.050 -4.393 0.769  0.119
90 H -3.534 -4.153 1.018  0.127
91 H 1.185 3.008 1.140  0.066
92 H 5.268 4.621 2.873  0.124
93 H -5.389 0.231 -1.937  0.112
94 H -2.017 4.420 1.230  0.116
95 H -2.376 5.145 3.554  0.130
96 H 0.649 4.996 -3.364  0.126
97 H 1.872 -6.980 1.335  0.124
98 H 0.163 -3.195 2.341  0.085
99 H 1.662 2.358 3.339  0.106
100 H -2.676 4.264 -0.987  0.106
101 H -4.508 -3.779 -4.526  0.126
102 H -0.867 -1.773 5.151  0.112
103 H -2.035 -3.788 -4.652  0.125
104 H -6.235 2.477 -2.535  0.125
105 H -4.735 -2.173 4.621  0.130
106 H 0.850 1.547 -2.974  0.096
107 H -1.140 1.304 4.986  0.117
108 H 2.616 5.570 -1.975  0.123
109 H 4.802 -3.742 -1.493  0.123
110 H 3.012 4.354 3.864  0.122
111 H 2.341 2.624 -8.512  0.124
112 H -4.322 -2.509 -0.446  0.101
113 H 0.940 -2.357 6.721  0.127
114 H 3.301 0.216 -0.871  0.097
115 H -0.035 1.936 -8.372  0.120
116 H 2.794 1.931 -4.309  0.119
117 H 3.762 2.623 -6.479  0.117

Properties
* LUMO energy (alpha / beta): -9.34 / -9.34 eV
* charge: +3
* HOMO level (alpha / beta): -14.994 / -15.010 eV
* E_tot: -121645.4662 eV

***

Record 2
Formula: C61H49BN5O2P2S3Ti
Source: OMol25
Level of theory: wB97M-V/def2-TZVPD

Last column: Löwdin spin population.
Element x y z (Å)
1 Ti -0.244 0.001 -0.388  1.006
2 S 0.885 2.281 -0.075  -0.006
3 S 2.099 -0.113 -1.119  0.013
4 S 3.843 2.162 -0.379  0.008
5 P 0.760 -2.781 0.169  0.000
6 P -0.142 0.461 -2.970  0.009
7 O 0.729 -2.356 -2.789  0.005
8 O -7.134 5.369 8.865  -0.001
9 N -4.400 2.984 3.565  0.003
10 N -1.847 1.175 -0.219  0.076
11 N -0.222 0.028 1.538  0.180
12 N -3.112 1.948 5.053  0.003
13 N -1.613 -1.480 -0.553  0.005
14 C -0.605 0.200 4.316  0.182
15 C 0.547 -0.349 3.777  0.068
16 C -4.200 0.586 -5.192  0.000
17 C 1.397 -2.182 -6.394  0.000
18 C -2.117 -5.092 2.970  0.000
19 C 0.716 -0.391 2.397  0.116
20 C -2.080 -5.398 1.620  0.000
21 C 1.391 -6.320 -1.796  0.000
22 C -1.293 -4.094 3.457  0.001
23 C -0.425 -3.430 2.610  0.005
24 C 0.170 3.269 -3.075  0.000
25 C 0.913 4.424 -3.239  0.000
26 C -4.897 3.440 5.919  0.000
27 C -3.877 -0.423 -4.297  0.000
28 C -2.589 -1.755 0.027  0.018
29 C -0.356 -3.751 1.258  0.000
30 C 0.988 -3.664 -2.510  0.000
31 C -3.998 2.824 0.550  0.009
32 C -2.653 1.564 3.820  0.017
33 C 1.235 -2.748 -5.136  0.000
34 C -2.560 1.871 -1.106  0.004
35 C 1.166 -0.838 -6.618  0.000
36 C -6.697 4.895 6.607  0.001
37 C -3.284 1.589 -5.463  0.000
38 C 2.436 -3.138 0.864  0.000
39 C 1.260 -4.613 -3.498  0.000
40 C -1.229 -4.720 0.768  0.000
41 C 0.316 -4.952 -5.780  0.000
42 C -2.642 -0.419 -3.674  0.000
43 C 4.809 -2.926 0.466  0.000
44 C -2.177 1.301 1.102  0.055
45 C -1.721 0.599 -3.931  -0.001
46 C 5.074 -3.404 1.739  0.000
47 C 4.023 -3.775 2.558  0.000
48 C 2.103 1.962 -3.642  0.001
49 C -1.324 0.669 2.039  0.107
50 C 0.750 2.023 -3.303  0.001
51 C -6.870 5.160 10.227  0.000
52 C -3.487 2.230 2.905  -0.011
53 C 2.247 4.353 -3.602  0.000
54 C 0.866 -1.924 -4.073  0.001
55 C 1.427 -5.937 -3.122  0.000
56 C 1.406 -4.240 -4.958  0.000
57 C -6.368 4.692 7.951  -0.003
58 C 0.733 -0.045 -5.575  0.000
59 C -1.541 0.789 3.444  0.007
60 C -2.049 1.600 -4.836  0.000
61 C 2.844 3.119 -3.794  0.000
62 C -4.586 3.236 7.267  -0.003
63 C -5.973 4.286 5.613  -0.002
64 C -5.311 3.849 8.270  0.000
65 C -3.264 2.127 1.506  0.039
66 C 2.813 -4.651 -5.428  0.000
67 C -4.165 2.812 4.851  -0.012
68 C -3.619 2.692 -0.782  0.054
69 C 2.712 -3.650 2.126  0.000
70 C 3.504 -2.792 0.034  0.000
71 C 1.203 -5.363 -0.820  0.000
72 C 0.971 -4.037 -1.163  0.000
73 C 2.342 1.493 -0.495  0.009
74 C 0.594 -0.571 -4.298  0.002
75 B -3.868 -2.063 0.830  0.005
76 H 3.894 3.053 -4.043  0.000
77 H 0.193 -2.637 3.005  0.003
78 H -7.621 5.734 10.770  0.000
79 H 5.623 -2.646 -0.187  0.000
80 H -7.533 5.539 6.383  0.000
81 H -5.035 3.654 9.295  0.000
82 H -1.327 -3.817 4.501  0.000
83 H -5.870 5.518 10.503  0.000
84 H -2.393 -1.186 -2.946  0.000
85 H 1.523 -7.357 -1.532  0.000
86 H -0.666 -4.667 -5.408  0.000
87 H -3.762 2.599 7.557  0.000
88 H -3.537 2.378 -6.158  0.000
89 H -4.549 -2.850 0.230  0.001
90 H 4.221 -4.162 3.550  0.000
91 H -2.731 1.672 5.939  0.001
92 H -0.763 0.204 5.384  0.014
93 H 1.594 -6.688 -3.880  0.000
94 H 1.306 -0.421 -7.605  0.000
95 H -5.172 0.604 -5.670  0.000
96 H -2.270 1.760 -2.142  0.000
97 H -2.729 -6.164 1.222  0.000
98 H -6.967 4.101 10.492  0.000
99 H 2.969 -5.718 -5.299  0.000
100 H 0.415 -6.032 -5.706  0.000
101 H -4.818 3.448 0.871  -0.001
102 H 1.697 -2.805 -7.224  0.000
103 H -0.858 3.342 -2.749  0.000
104 H -1.253 -4.956 -0.288  0.000
105 H -2.803 -5.604 3.631  0.000
106 H -4.432 -1.005 0.960  0.001
107 H 0.494 0.994 -5.749  0.000
108 H 2.966 -4.404 -6.475  0.000
109 H 2.585 1.001 -3.763  0.000
110 H -1.353 2.404 -5.026  0.000
111 H 1.226 -5.645 0.221  0.000
112 H 3.557 -4.118 -4.840  0.000
113 H -4.141 3.209 -1.573  0.004
114 H 2.823 5.260 -3.719  0.000
115 H 1.912 -3.964 2.780  0.000
116 H 0.458 5.388 -3.060  0.000
117 H 1.311 -0.756 4.427  0.001
118 H 1.637 -0.773 1.956  0.006
119 H -4.597 -1.199 -4.067  0.000
120 H -3.506 -2.504 1.892  0.001
121 H 0.373 -4.668 -6.829  0.000
122 H -6.208 4.443 4.572  0.000
123 H 3.310 -2.393 -0.952  0.000
124 H 6.096 -3.486 2.084  0.000

Properties
* LUMO energy (alpha / beta): 1.95 / 1.95 eV
* 2S+1: 3
* charge: -1
* HOMO level (alpha / beta): -2.743 / -4.364 eV
* E_tot: -150478.6023 eV

***

Record 3
Formula: C61H51AuF19GeN3O3SSb2
Source: OMol25
Level of theory: wB97M-V/def2-TZVPD

Last column: Löwdin spin population.
Element x y z (Å)
1 Au 0.349 -0.588 -1.053  0.380
2 Sb -2.147 -0.205 -3.331  0.417
3 Sb 2.601 -2.095 -1.293  0.208
4 Ge 1.090 3.238 -1.696  0.038
5 S 0.466 1.263 -2.473  0.290
6 F -2.210 7.338 -0.687  0.000
7 F -3.034 6.219 1.647  0.000
8 F -0.084 4.667 -6.576  0.000
9 F 4.893 1.494 1.692  0.000
10 F 2.760 -7.744 -3.814  0.001
11 F -0.642 3.781 -4.088  0.004
12 F 4.547 6.116 0.867  0.000
13 F 5.769 4.029 2.117  0.000
14 F 3.887 4.287 -2.887  0.000
15 F -2.034 3.811 2.428  0.000
16 F 7.343 0.578 -4.260  0.000
17 F -0.236 2.534 0.860  0.000
18 F -1.531 2.337 5.101  0.000
19 F 2.486 5.650 -0.813  0.000
20 F 4.711 -3.265 4.413  0.002
21 F 2.468 5.365 -7.221  0.001
22 F 4.442 5.157 -5.363  0.000
23 F 2.816 1.023 0.058  0.000
24 F -0.413 6.087 -2.223  0.000
25 O -1.217 -0.055 0.740  0.026
26 O -2.004 -3.561 -0.730  0.019
27 O -0.020 -2.617 -0.346  0.073
28 N -2.595 0.499 6.981  0.000
29 N -2.403 0.281 9.528  0.000
30 N -2.696 -2.764 3.402  0.000
31 C 0.882 4.593 -5.663  0.000
32 C 4.303 2.518 1.073  0.000
33 C -1.641 4.361 1.274  0.000
34 C 2.700 -6.529 -3.256  0.002
35 C 2.185 4.944 -5.996  0.002
36 C 4.048 0.051 -2.920  0.003
37 C -4.196 -0.356 -1.059  0.006
38 C -0.305 4.242 -0.753  0.000
39 C 2.590 3.336 -0.436  0.009
40 C 0.210 -1.339 -4.953  0.000
41 C 4.124 4.876 0.662  0.000
42 C 3.405 -5.009 -1.567  0.010
43 C 3.333 -2.484 0.644  0.031
44 C -1.263 -2.874 -0.062  0.006
45 C 1.590 4.062 -3.397  0.007
46 C -0.729 3.721 0.456  0.000
47 C -3.640 -0.380 8.974  0.000
48 C 5.008 -2.186 2.350  0.000
49 C -3.687 2.280 -4.123  0.004
50 C 3.474 -6.269 -2.141  0.002
51 C 3.063 4.615 -0.187  0.001
52 C -1.808 1.077 4.707  0.000
53 C -2.152 5.589 0.878  0.000
54 C -5.005 -1.290 -3.259  0.028
55 C -2.407 -1.488 3.850  0.000
56 C -2.357 0.171 5.632  0.000
57 C 3.233 2.302 0.216  0.001
58 C 2.578 -4.035 -2.116  0.044
59 C 4.264 -3.010 3.171  0.007
60 C -1.735 6.155 -0.318  0.000
61 C -1.716 -2.308 1.260  0.000
62 C 5.101 0.651 -3.593  0.000
63 C -2.045 -2.307 -5.540  0.022
64 C -1.846 -0.561 2.958  0.001
65 C -1.544 -0.920 1.574  0.002
66 C 2.879 4.395 -3.768  0.002
67 C 0.616 4.158 -4.378  0.004
68 C 4.530 -1.924 1.074  0.010
69 C 4.226 -1.173 -2.285  0.049
70 C -3.001 1.118 -4.825  0.071
71 C -1.144 -1.792 -4.423  0.052
72 C 1.803 -4.329 -3.231  0.004
73 C -3.361 -3.759 4.246  0.000
74 C 2.601 -3.309 1.495  0.007
75 C -2.034 1.712 7.565  0.000
76 C -2.320 -3.129 2.157  0.000
77 C -1.554 0.726 3.414  0.000
78 C 3.191 4.840 -5.045  0.000
79 C 5.463 -1.810 -2.338  0.010
80 C 4.751 3.811 1.296  0.000
81 C 6.525 -1.222 -3.005  0.003
82 C -0.818 5.478 -1.112  0.000
83 C -3.828 -1.146 -2.305  0.097
84 C 6.321 0.002 -3.617  -0.001
85 C -2.636 -1.109 5.181  0.000
86 C -3.883 0.176 7.569  0.000
87 C -2.319 1.705 9.070  0.000
88 C -1.946 1.580 -5.817  0.002
89 C 3.070 -3.582 2.768  -0.001
90 C -2.377 -4.563 5.081  0.000
91 C 1.858 -5.583 -3.813  0.000
92 H 3.998 -4.800 -0.684  0.001
93 H -1.580 -0.220 9.178  0.000
94 H 5.098 -1.272 0.425  0.001
95 H -4.432 1.951 -3.398  0.000
96 H -0.957 1.719 7.388  0.000
97 H -4.635 0.609 -1.315  0.001
98 H -4.942 -0.911 -0.489  0.000
99 H 3.086 0.550 -2.891  0.003
100 H -1.117 2.076 -5.312  0.001
101 H -2.541 -4.153 1.885  0.000
102 H -3.337 -0.180 -0.416  0.003
103 H -4.196 2.904 -4.859  0.000
104 H -2.284 -1.528 -6.265  0.001
105 H 0.114 -0.511 -5.652  0.000
106 H -3.274 2.164 9.323  0.000
107 H 1.265 -5.840 -4.677  0.000
108 H -3.450 -1.452 8.969  0.000
109 H -5.393 -0.320 -3.572  0.001
110 H 7.494 -1.694 -3.059  0.000
111 H -2.388 2.301 -6.506  0.001
112 H -3.418 -2.119 -2.026  0.001
113 H 0.685 -2.158 -5.494  0.000
114 H -2.392 0.221 10.550  0.000
115 H -5.814 -1.807 -2.741  0.009
116 H -1.532 2.211 9.626  0.000
117 H -3.928 -4.411 3.581  0.000
118 H 4.109 -7.043 -1.737  0.000
119 H -1.694 -5.117 4.442  0.000
120 H -4.092 -3.243 4.867  0.000
121 H -2.447 2.637 7.148  0.000
122 H -1.551 0.759 -6.413  0.000
123 H -1.140 1.447 2.727  0.000
124 H -1.525 -3.099 -6.082  0.006
125 H 1.667 -3.740 1.162  0.000
126 H -4.770 -1.871 -4.147  0.001
127 H -1.783 -3.918 5.727  0.000
128 H -2.958 2.908 -3.608  0.001
129 H 5.611 -2.773 -1.866  0.001
130 H -2.974 -2.731 -5.165  0.001
131 H -2.997 -1.838 5.888  0.000
132 H 1.144 -3.583 -3.648  0.001
133 H -3.737 0.476 -5.317  0.011
134 H -4.464 -0.164 9.652  0.000
135 H 4.995 1.602 -4.092  0.000
136 H -1.022 -2.565 -3.658  0.000
137 H 0.884 -1.020 -4.156  0.000
138 H -4.405 -0.571 6.976  0.000
139 H 5.935 -1.763 2.706  0.000
140 H 2.533 -4.230 3.445  0.000
141 H -4.532 1.059 7.607  0.000
142 H -2.911 -5.279 5.703  0.000

Properties
* LUMO energy (alpha / beta): -4.63 / -6.10 eV
* 2S+1: 3
* charge: +2
* HOMO level (alpha / beta): -11.478 / -12.590 eV
* E_tot: -210431.4983 eV